Entry 1:
DFT (ωB97M-V/def2-TZVPD) results for a 11-piece molecular cluster, H22O11 overall in a non-equilibrium geometry.

The value obtained for the HOMO energy is -10.5 eV. As for the energy relative to the best compared isomer or geometry (same formula, charge and spin): 49.2 kcal/mol. As for the structure (SMILES): O.O.O.O.O.O.O.O.O.O.O.

Last column: Löwdin charge in e.
Positions of all 33 atoms, in Å:
O1 0.74 -2.58 1.58  -0.03
H1 0.78 -3.00 0.73  0.02
H2 1.63 -2.38 1.90  0.06
O2 -0.27 0.32 3.75  -0.04
H3 -0.87 0.96 3.38  0.05
H4 0.13 0.69 4.56  0.06
O3 1.27 2.17 -0.20  -0.05
H5 0.84 1.40 0.21  -0.01
H6 0.85 2.94 0.15  0.02
O4 0.89 -0.72 -1.90  -0.03
H7 0.54 -1.19 -2.70  0.11
H8 1.75 -1.04 -1.77  0.07
O5 -1.96 -1.22 -0.80  -0.10
H9 -2.18 -0.44 -1.39  0.03
H10 -1.32 -0.86 -0.12  0.02
O6 1.37 1.67 -3.16  -0.06
H11 0.96 0.91 -2.80  -0.07
H12 1.41 1.59 -4.14  0.05
O7 -2.20 2.03 0.86  -0.03
H13 -3.01 2.46 0.63  0.02
H14 -1.85 1.55 0.13  -0.04
O8 -0.35 -3.43 -1.12  -0.03
H15 0.45 -2.95 -1.21  -0.03
H16 -0.97 -2.72 -1.14  -0.02
O9 0.00 -0.15 0.68  -0.05
H17 0.37 -0.81 1.25  0.02
H18 0.25 -0.18 -0.22  -0.02
O10 2.35 -0.13 2.98  -0.05
H19 2.88 0.59 3.35  0.05
H20 1.50 0.27 2.99  -0.04
O11 -1.79 1.36 -1.79  -0.02
H21 -2.47 1.97 -2.01  0.06
H22 -1.72 0.93 -2.63  0.06

Entry 2:
DFT (ωB97M-V/def2-TZVPD) results for C16H23GaN6O7 as an isolated structure.

The total charge is +2. The value obtained for the HOMO energy is -16.9 eV. As for the energy relative to the best compared isomer or geometry (same formula, charge and spin): 60.1 kcal/mol.

Last column: Löwdin charge in e.
Positions of all 53 atoms, in Å:
Ga1 1.39 0.54 0.79  0.56
O1 0.15 -1.38 6.39  0.18
C1 0.47 -0.99 5.17  -0.23
C2 0.75 0.33 4.81  0.13
C3 1.05 0.59 3.50  -0.13
N1 1.07 -0.36 2.55  0.12
C4 0.90 -1.65 2.92  -0.12
C5 0.59 -2.01 4.20  0.14
C6 1.27 -2.69 1.92  -0.30
O2 1.12 -3.85 1.93  0.29
O3 1.91 -2.00 0.79  -0.07
C7 1.52 1.95 3.02  -0.49
O4 1.41 2.92 3.71  0.19
O5 2.05 1.91 1.80  0.01
H1 0.12 -0.66 7.03  0.16
H2 0.76 1.14 5.52  0.16
H3 0.49 -3.05 4.48  0.17
O6 3.34 -0.47 0.66  0.08
N2 3.24 -1.62 0.96  0.14
C8 -0.52 -2.99 -4.41  -0.06
C9 -1.31 -1.69 -4.40  -0.40
C10 -2.38 -1.69 -3.32  -0.07
C11 -0.41 -0.46 -4.31  -0.07
N3 0.33 -0.40 -3.03  -0.03
C12 -0.03 0.13 -1.88  -0.07
N4 0.93 -0.13 -1.01  0.02
N5 1.91 -0.82 -1.68  0.07
N6 1.54 -0.98 -2.89  0.16
H4 -1.18 -3.84 -4.58  0.09
H5 -0.01 -3.16 -3.46  0.07
H6 0.23 -3.00 -5.21  0.09
H7 -1.81 -1.58 -5.37  0.15
H8 -1.95 -1.86 -2.32  0.07
H9 -3.09 -2.50 -3.48  0.09
H10 -2.96 -0.76 -3.30  0.08
H11 -0.99 0.46 -4.38  0.14
H12 0.35 -0.46 -5.09  0.14
H13 -0.95 0.65 -1.68  0.16
C13 -2.73 1.65 0.56  -0.04
C14 -1.44 1.69 1.35  -0.19
O7 -0.27 1.74 0.47  -0.25
C15 0.08 3.13 0.10  -0.17
C16 1.15 3.15 -0.96  -0.04
H14 -3.57 1.72 1.25  0.10
H15 -2.83 0.72 0.00  0.08
H16 -2.80 2.50 -0.13  0.09
H17 -1.33 0.78 1.95  0.12
H18 -1.39 2.55 2.02  0.14
H19 0.40 3.64 1.00  0.13
H20 -0.84 3.59 -0.27  0.14
H21 2.07 2.64 -0.65  0.08
H22 1.45 4.18 -1.13  0.12
H23 0.81 2.74 -1.91  0.08

Entry 3:
DFT (ωB97M-V/def2-TZVPD) results for C7H22BINbO4 as an isolated structure in a non-equilibrium geometry.

The total charge is -1. The value obtained for the HOMO energy is -4.4 eV.

Last column: Löwdin charge in e.
Positions of all 36 atoms, in Å:
C1 -0.87 3.45 3.54  -0.12
B1 -1.98 2.77 2.63  -0.73
O1 -1.61 2.25 1.38  -0.03
Nb1 -4.23 2.86 3.30  0.53
I1 -4.77 5.43 2.28  -0.19
H1 0.14 3.15 3.24  0.04
H2 -1.06 3.15 4.58  0.03
H3 -0.96 4.54 3.51  0.05
H4 -1.23 1.36 1.48  0.08
H5 -3.70 3.66 4.89  -0.17
H6 -5.77 2.45 4.22  -0.17
H7 -4.85 2.07 1.73  -0.18
H8 -3.70 1.23 3.90  -0.13
C2 2.37 -4.15 -3.80  -0.12
O2 1.64 -3.21 -3.06  -0.19
C3 1.13 -3.74 -1.85  -0.21
C4 0.78 -2.65 -0.86  -0.18
O3 1.90 -2.09 -0.19  -0.13
C5 2.69 -1.14 -0.90  -0.19
C6 2.07 0.24 -0.97  -0.21
O4 1.05 0.28 -1.95  -0.20
C7 0.12 1.32 -1.73  -0.09
H9 1.74 -5.00 -4.10  0.09
H10 2.74 -3.65 -4.69  0.09
H11 3.23 -4.53 -3.23  0.09
H12 1.88 -4.41 -1.39  0.13
H13 0.23 -4.33 -2.06  0.13
H14 0.19 -3.11 -0.07  0.13
H15 0.18 -1.88 -1.34  0.12
H16 2.94 -1.50 -1.90  0.12
H17 3.61 -1.06 -0.33  0.12
H18 2.85 0.97 -1.23  0.13
H19 1.67 0.50 0.01  0.13
H20 -0.37 1.22 -0.75  0.07
H21 -0.63 1.26 -2.51  0.09
H22 0.61 2.30 -1.77  0.09

Entry 4:
DFT (ωB97M-V/def2-TZVPD) results for a 2-piece molecular cluster, C7H11N2O2 overall in a non-equilibrium geometry.

The total charge is -1. The value obtained for the HOMO energy is -4.2 eV. As for the energy relative to the best compared isomer or geometry (same formula, charge and spin): 14.4 kcal/mol.

Last column: Löwdin charge in e.
Positions of all 22 atoms, in Å:
C1 -0.70 2.51 -1.74  -0.06
C2 -1.12 1.23 0.44  -0.07
C3 -1.56 1.79 -0.75  -0.38
C4 -3.17 0.58 -0.03  -0.21
N1 -2.18 0.51 0.89  0.05
N2 -2.81 1.36 -1.04  0.07
H1 -0.11 1.26 0.81  0.11
H2 -2.08 -0.22 1.57  0.13
H3 -1.02 3.53 -1.97  0.06
H4 -0.65 1.97 -2.68  0.06
H5 -4.08 0.03 0.16  0.10
H6 0.35 2.53 -1.43  0.07
C5 2.50 -1.85 0.79  -0.18
C6 1.89 -1.83 -0.63  -0.13
C7 1.41 -1.50 1.88  -0.74
O1 0.19 -1.37 1.62  -0.10
O2 1.92 -1.43 3.02  -0.10
H7 3.09 -2.71 1.07  0.08
H8 3.12 -0.95 0.88  0.09
H9 2.43 -2.34 -1.42  0.04
H10 1.69 -0.80 -0.90  0.06
H11 0.90 -2.29 -0.54  0.05

Entry 5:
DFT (ωB97M-V/def2-TZVPD) results for C6H10N2S as an isolated structure in a non-equilibrium geometry.

The total charge is +2. The value obtained for the HOMO energy is -18.4 eV. As for the energy relative to the best compared isomer or geometry (same formula, charge and spin): 141.5 kcal/mol.

Last column: Löwdin charge in e.
Positions of all 19 atoms, in Å:
C1 -2.63 0.68 0.99  0.18
C2 -2.40 0.80 -0.36  0.03
C3 -1.79 -0.37 0.64  0.08
C4 -0.69 -0.70 -1.19  -0.15
C5 0.00 -0.94 0.18  -0.03
C6 1.20 -0.08 0.50  -0.60
N1 -2.03 -0.52 -0.75  0.05
N2 2.47 -0.59 -0.04  0.20
S1 1.07 1.67 -0.05  0.90
H1 -2.94 1.24 1.85  0.15
H2 -2.17 1.71 -0.97  0.20
H3 -0.15 0.17 -1.66  0.11
H4 -0.77 -1.52 -1.89  0.14
H5 0.23 -1.88 0.69  0.15
H6 1.28 -0.03 1.57  0.13
H7 2.41 -0.88 -0.98  0.15
H8 2.87 -1.44 0.33  0.19
H9 3.05 0.30 0.06  0.18
H10 1.01 2.38 1.07  -0.08

Entry 6:
DFT (ωB97M-V/def2-TZVPD) results for C9H29O10Pd as an isolated structure in a non-equilibrium geometry.

The total charge is +1. As for the expectation value of S²: 2.01. The value obtained for the HOMO energy (alpha / beta) is -12.4 / -12.4 eV. As for the energy relative to the best compared isomer or geometry (same formula, charge and spin): 30.0 kcal/mol. The spin multiplicity is 3.

Last column: Mulliken spin population.
Positions of all 49 atoms, in Å:
Pd1 1.92 1.92 -1.78  0.91
O1 1.24 1.15 0.11  0.08
H1 0.44 0.62 0.23  0.00
C1 -2.34 -2.59 -1.56  0.00
C2 -2.25 -1.09 -1.51  0.00
O2 -0.92 -0.75 -0.96  0.00
O3 -1.65 -3.13 -2.66  0.00
H2 -3.39 -2.88 -1.67  0.00
H3 -2.00 -3.03 -0.61  0.00
H4 -2.97 -0.62 -0.85  0.00
H5 -2.29 -0.67 -2.52  0.00
H6 -0.42 -0.25 -1.61  0.00
H7 -0.73 -2.85 -2.65  0.00
C3 3.06 -3.49 -0.34  0.00
C4 1.89 -2.57 -0.10  0.00
O4 2.19 -1.35 -0.75  0.00
O5 3.20 -3.70 -1.73  0.00
H8 2.91 -4.43 0.20  0.00
H9 3.96 -3.02 0.08  0.00
H10 1.79 -2.43 0.98  0.00
H11 1.01 -3.06 -0.52  0.00
H12 1.74 -0.61 -0.33  -0.01
H13 3.71 -4.51 -1.84  0.00
C5 0.76 1.51 3.47  0.18
C6 -0.52 2.05 2.69  0.18
O6 -0.14 2.94 1.72  0.40
O7 1.60 0.77 2.70  0.12
H14 0.39 0.90 4.31  -0.01
H15 1.24 2.39 3.91  0.04
H16 -1.22 2.59 3.33  0.00
H17 -1.00 1.15 2.23  0.02
H18 0.36 2.43 0.96  -0.01
H19 1.45 0.95 1.71  0.01
C7 -1.65 2.71 -1.72  0.00
C8 -0.90 4.00 -1.65  0.00
O8 0.53 3.80 -1.82  0.02
O9 -1.44 2.05 -2.95  0.00
H20 -2.70 2.85 -1.49  0.00
H21 -1.26 2.06 -0.92  0.00
H22 -1.05 4.50 -0.68  0.00
H23 -1.23 4.80 -2.32  0.00
H24 0.91 4.66 -2.04  0.00
H25 -0.55 1.70 -2.95  0.00
C9 -0.49 -1.42 2.61  0.00
O10 -1.34 -0.56 1.82  0.06
H26 -0.72 -1.17 3.65  0.00
H27 -0.70 -2.47 2.43  0.00
H28 0.57 -1.18 2.49  -0.01
H29 -1.02 -0.65 0.90  0.00

What did the third record say?
DFT (ωB97M-V/def2-TZVPD) results for C7H22BINbO4 as an isolated structure in a non-equilibrium geometry.

The total charge is -1. The value obtained for the HOMO energy is -4.4 eV.

Last column: Löwdin charge in e.
Positions of all 36 atoms, in Å:
C1 -0.87 3.45 3.54  -0.12
B1 -1.98 2.77 2.63  -0.73
O1 -1.61 2.25 1.38  -0.03
Nb1 -4.23 2.86 3.30  0.53
I1 -4.77 5.43 2.28  -0.19
H1 0.14 3.15 3.24  0.04
H2 -1.06 3.15 4.58  0.03
H3 -0.96 4.54 3.51  0.05
H4 -1.23 1.36 1.48  0.08
H5 -3.70 3.66 4.89  -0.17
H6 -5.77 2.45 4.22  -0.17
H7 -4.85 2.07 1.73  -0.18
H8 -3.70 1.23 3.90  -0.13
C2 2.37 -4.15 -3.80  -0.12
O2 1.64 -3.21 -3.06  -0.19
C3 1.13 -3.74 -1.85  -0.21
C4 0.78 -2.65 -0.86  -0.18
O3 1.90 -2.09 -0.19  -0.13
C5 2.69 -1.14 -0.90  -0.19
C6 2.07 0.24 -0.97  -0.21
O4 1.05 0.28 -1.95  -0.20
C7 0.12 1.32 -1.73  -0.09
H9 1.74 -5.00 -4.10  0.09
H10 2.74 -3.65 -4.69  0.09
H11 3.23 -4.53 -3.23  0.09
H12 1.88 -4.41 -1.39  0.13
H13 0.23 -4.33 -2.06  0.13
H14 0.19 -3.11 -0.07  0.13
H15 0.18 -1.88 -1.34  0.12
H16 2.94 -1.50 -1.90  0.12
H17 3.61 -1.06 -0.33  0.12
H18 2.85 0.97 -1.23  0.13
H19 1.67 0.50 0.01  0.13
H20 -0.37 1.22 -0.75  0.07
H21 -0.63 1.26 -2.51  0.09
H22 0.61 2.30 -1.77  0.09